(1)
The following is a quantum chemistry calculation of a 14-piece molecular cluster, C32H77N9O24 overall in a non-equilibrium geometry, from the Open Molecules 2025 dataset.

Properties
* gap between HOMO and LUMO: 3.00 eV
* relative energy (zero: lowest compared OMol25 entry of this formula, charge and spin): 376.3 kJ/mol

```
! RIJCOSX wB97M-V def2-TZVPD def2/J DEFGRID3
* xyz 4 1
C -1.18167 1.82987 3.56179
C 0.02441 0.82674 3.62906
O -0.07808 -0.38500 3.38498
N 1.27514 1.49828 4.23258
H 2.11238 1.51339 3.66786
H 1.12209 2.48369 4.39277
C 1.81322 0.70505 5.47458
H -0.93292 2.79940 3.13022
H -1.50601 2.04112 4.58075
H -2.08113 1.43106 3.09274
H 2.42519 -0.04927 4.98002
H 0.97355 0.24169 5.99262
H 2.17663 1.45898 6.17288
C 1.86935 -3.64482 3.40267
C 1.08645 -3.93679 4.60011
O 0.60172 -3.05032 5.32642
N 0.51368 -5.33632 4.73352
H 1.03069 -6.06946 4.26951
H 0.79378 -5.48971 5.69171
C -1.03302 -5.39345 4.57990
H 2.91098 -3.96462 3.37383
H 1.93121 -2.55882 3.33292
H 1.33164 -3.99226 2.52048
H -1.55434 -4.69797 5.23764
H -1.36102 -6.43184 4.53233
H -1.13154 -4.99950 3.56837
C -1.81430 0.12721 -3.49089
C -1.07284 1.32250 -3.99834
O -1.40547 2.47590 -3.65724
N 0.11172 1.06840 -4.92626
H 0.74455 0.51858 -4.36294
H -0.16474 0.39435 -5.62578
C 0.70752 2.29871 -5.65880
H -2.69526 0.39387 -2.90702
H -1.13184 -0.42536 -2.84512
H -2.28973 -0.45381 -4.28113
H -0.05949 2.87744 -6.17345
H 1.47191 1.91924 -6.33689
H 1.03235 3.08157 -4.97344
C -3.20228 -7.08736 -2.31496
C -2.25877 -6.20191 -3.09483
O -1.69801 -6.53575 -4.12289
N -2.04088 -4.73303 -2.61039
H -2.92395 -4.24330 -2.58916
H -1.81687 -4.76838 -1.62618
C -0.85478 -3.97922 -3.26551
H -3.58030 -7.90236 -2.93220
H -4.01983 -6.51146 -1.88131
H -2.62022 -7.41841 -1.45490
H 0.04457 -4.54759 -3.02840
H -0.71257 -3.00776 -2.79208
H -1.08974 -3.84822 -4.32179
C -3.71859 -2.67563 0.77553
C -3.41088 -3.48383 2.02918
O -2.64945 -3.02005 2.90693
N -4.27355 -4.72373 2.21630
H -4.25970 -4.97558 3.19429
H -5.23533 -4.57301 1.94729
C -3.68686 -5.96114 1.49316
H -4.56312 -3.11527 0.24488
H -2.87225 -2.71811 0.08996
H -3.83702 -1.64893 1.12191
H -4.43305 -6.75345 1.55261
H -2.74979 -6.13837 2.02099
H -3.63018 -5.73943 0.42746
C -4.06185 2.50421 -0.64247
C -3.74399 3.59542 0.31665
O -2.72143 3.55486 1.04619
N -4.75963 4.70733 0.47591
H -5.72801 4.43548 0.56781
H -4.59968 5.28333 1.29000
C -4.67976 5.62929 -0.70440
H -3.97435 1.45859 -0.34728
H -3.33099 2.40141 -1.44458
H -5.01861 2.62473 -1.15058
H -4.65820 5.11435 -1.66486
H -3.91012 6.38802 -0.56262
H -5.65743 6.10091 -0.60527
C 1.55422 9.04801 0.12477
C 0.35909 8.16808 0.55987
O -0.81441 8.53382 0.70892
N 0.77222 6.74408 1.03420
H 1.16871 6.18288 0.29396
H 1.41710 6.71232 1.81087
C -0.54754 5.94269 1.43557
H 2.10344 9.21102 1.05207
H 1.23485 10.04512 -0.17833
H 2.09610 8.56022 -0.68549
H -1.41744 6.09064 0.79565
H -0.75964 6.34695 2.42536
H -0.24017 4.89932 1.36478
C 0.30734 2.08876 -0.32109
C -0.04851 0.62511 -0.27584
O -1.22964 0.32329 -0.35826
N 1.07456 -0.44023 -0.03480
H 1.58389 -0.58072 -0.89558
H 1.75992 -0.13330 0.64060
C 0.49341 -1.81694 0.40437
H 0.99039 2.34425 0.48901
H -0.56582 2.73520 -0.40957
H 0.80524 2.20089 -1.28422
H 1.12715 -2.19672 1.20576
H 0.49304 -2.59946 -0.35443
H -0.47883 -1.76512 0.89445
C 4.65719 2.09964 -4.05650
C 5.10115 2.98565 -2.95918
O 6.22060 3.40665 -2.88156
N 4.10741 3.31910 -1.85704
H 4.49067 4.08598 -1.32311
H 3.29993 3.66977 -2.35212
C 3.92187 2.19234 -0.82292
H 4.78694 1.05243 -3.78335
H 5.32759 2.35740 -4.87639
H 3.65928 2.28659 -4.45313
H 3.58992 1.23426 -1.22291
H 3.28346 2.52383 -0.00400
H 4.91640 2.26071 -0.38208
O 1.46547 6.55971 -2.47899
C 1.53711 5.28210 -2.15826
O 1.56383 4.95815 -0.95993
O 1.73512 4.43877 -3.08713
H 1.72997 6.63688 -3.39860
O 1.98677 -2.58945 -2.61447
C 1.71933 -1.58917 -3.42705
O 1.36107 -1.69774 -4.63947
O 1.85187 -0.42444 -2.97510
H 2.43141 -2.22146 -1.84735
O -0.28151 -6.35681 1.31803
C -0.34863 -5.57337 0.26290
O 0.36195 -5.91235 -0.71178
O -1.15444 -4.64370 0.15768
H 0.45237 -6.95789 1.17061
O 3.64474 -0.87300 3.08093
C 3.87946 -0.02087 2.14399
O 2.94380 0.63040 1.66351
O 5.03693 0.14482 1.67263
H 4.55715 -1.07946 2.86532
O 3.00494 -4.35205 0.60397
C 3.96397 -3.55149 0.22991
O 3.63056 -2.49113 -0.28798
O 5.15386 -3.89046 0.25021
H 3.54254 -5.08524 0.91222
*
```



(2)
The following is a quantum chemistry calculation of a 7-piece molecular cluster, C32H78N4O10 overall in a non-equilibrium geometry, from the Open Molecules 2025 dataset.

Properties
* gap between HOMO and LUMO: 8.54 eV
* relative energy (zero: lowest compared OMol25 entry of this formula, charge and spin): 263.2 kJ/mol

```
! RIJCOSX wB97M-V def2-TZVPD def2/J DEFGRID3
* xyz 0 1
C -1.94709 2.89279 2.19911
C -0.69953 3.49148 1.45241
O -0.91538 3.59491 0.05423
O -2.14923 1.56058 1.77339
H -2.83629 3.42618 1.86308
H -1.80544 2.88572 3.27984
H 0.20869 2.89691 1.55101
H -0.43540 4.49134 1.79682
H -0.98818 2.67300 -0.20342
H -2.84615 1.14350 2.28521
C 0.85736 -4.86093 -1.14353
C 0.87637 -6.44004 -1.18933
O 0.17120 -6.87010 0.00807
O 1.22971 -4.47041 -2.41903
H 1.41229 -4.42942 -0.31049
H -0.14796 -4.49808 -0.92960
H 1.89273 -6.81359 -1.06454
H 0.60432 -6.84499 -2.16406
H -0.73962 -6.81196 -0.28965
H 2.16043 -4.23541 -2.40721
C -0.66860 -0.41052 -0.57842
C -1.71840 -1.39620 -0.00139
O -2.79188 -1.36217 -0.90823
O -1.17919 0.91404 -0.59469
H -0.25391 -0.60931 -1.56665
H 0.26823 -0.53513 -0.03534
H -2.01596 -1.03719 0.98383
H -1.40316 -2.41676 0.21588
H -2.86165 -0.48538 -1.29290
H -1.41623 1.14129 0.30739
C -2.87859 -5.27766 -3.13142
C -4.05388 -4.28409 -2.99534
C -5.32579 -4.84965 -3.56889
O -5.33413 -5.29126 -4.90377
C -5.58205 -6.63894 -5.16657
N -4.13075 -3.98315 -1.61012
H -2.03753 -4.94793 -2.52151
H -2.61986 -5.34836 -4.18791
H -3.12997 -6.26812 -2.75211
H -3.68812 -3.45833 -3.60562
H -5.94952 -3.95875 -3.49579
H -5.74357 -5.62588 -2.92777
H -4.90140 -7.28504 -4.61215
H -5.51015 -6.78311 -6.24460
H -6.57590 -6.95584 -4.85045
H -4.94968 -3.47483 -1.30831
H -3.40310 -3.39566 -1.22872
C -6.89569 -1.05895 -2.90702
C -6.14121 -0.86793 -1.57926
C -5.32194 0.44620 -1.58925
O -4.24206 0.38864 -2.58445
C -3.68244 1.53082 -3.09774
N -7.28686 -0.64970 -0.71798
H -7.43457 -1.99506 -3.05330
H -6.20643 -1.02523 -3.75075
H -7.47898 -0.17577 -3.16754
H -5.61103 -1.74181 -1.20065
H -4.89473 0.49422 -0.58760
H -5.86225 1.36746 -1.80709
H -3.66300 2.30293 -2.32860
H -4.30170 1.88704 -3.92098
H -2.69913 1.30761 -3.51172
H -7.66708 0.20887 -1.09001
H -7.96136 -1.38882 -0.85531
C 3.24665 2.02988 -0.35814
C 4.16708 2.07629 -1.64066
C 3.37189 2.81023 -2.79549
C 3.20355 4.30572 -2.60919
C 4.53363 4.94190 -2.40324
C 5.45475 4.34239 -1.31164
N 5.37888 2.84283 -1.38013
O 6.24209 2.28945 -0.45726
C 6.89615 4.78412 -1.56851
C 4.99476 4.92119 0.06669
C 4.48088 0.68334 -2.19098
H 3.81636 2.00387 0.57076
H 2.69345 1.09302 -0.29203
H 2.44394 2.76525 -0.30325
H 3.90810 2.63784 -3.72869
H 2.36591 2.39062 -2.78930
H 2.59089 4.46596 -1.72202
H 2.63063 4.69161 -3.45237
H 4.32197 5.99615 -2.22477
H 5.15989 5.00063 -3.29343
H 7.40234 4.16078 -2.30560
H 7.00730 5.85691 -1.72627
H 7.41452 4.51746 -0.64748
H 5.46475 4.40439 0.90342
H 5.30834 5.95660 0.19973
H 3.91647 4.81992 0.18968
H 3.57842 0.12608 -2.44220
H 4.99401 0.16180 -1.38302
H 5.13470 0.71512 -3.06254
H 6.96825 2.00636 -1.01775
C 4.08050 1.50027 5.90077
C 2.85876 1.45285 4.94403
C 3.27891 0.74036 3.63725
C 2.06220 0.40062 2.72606
C 1.18643 -0.60260 3.44088
C 0.75252 -0.09094 4.88895
N 1.78243 0.65243 5.64598
O 1.38982 1.06841 6.96167
C -0.49660 0.82388 4.65078
C 0.34529 -1.39035 5.60708
C 2.53528 2.89666 4.63558
H 3.82618 2.16485 6.72645
H 4.97368 1.90277 5.42291
H 4.39685 0.50840 6.22362
H 3.99023 1.31764 3.04660
H 3.88934 -0.15152 3.77881
H 2.38956 0.01789 1.75940
H 1.43745 1.28213 2.58204
H 1.72092 -1.55255 3.43663
H 0.30967 -0.74186 2.80842
H -1.08546 0.29735 3.89970
H -1.02345 1.00322 5.58799
H -0.21152 1.79286 4.24100
H -0.51663 -1.86119 5.13430
H 1.17277 -2.09983 5.61147
H 0.06561 -1.25723 6.65215
H 3.17574 3.67856 5.04365
H 1.70159 3.14121 5.29379
H 2.36755 3.09589 3.57715
H 1.85620 0.42398 7.49908
*
```



(3)
The following is a quantum chemistry calculation of a 9-piece molecular cluster, C32H79ClF2O14S3 overall, from the Open Molecules 2025 dataset.

Properties
* gap between HOMO and LUMO: 9.79 eV

```
! RIJCOSX wB97M-V def2-TZVPD def2/J DEFGRID3
* xyz 0 1
O -0.60052 -1.00835 -1.54990
S 0.57553 -0.52297 -0.89893
O 0.90830 -0.99127 0.40692
Cl 2.14303 -0.92831 -2.12041
C 0.64931 1.25245 -0.90745
C 0.18133 2.00479 -2.15172
C -1.24958 1.77350 -2.65079
C -2.30919 1.92682 -1.55454
C -3.74465 1.92444 -2.11456
S -4.67676 3.43633 -1.75512
O -4.52506 0.83566 -1.61140
C -4.13964 -0.43466 -2.03886
C -4.70422 -1.48610 -1.07019
O -3.68258 -2.34270 -0.59285
C -3.00515 -1.86427 0.50108
F -3.77671 -2.01648 1.65127
S -4.64628 -0.65952 -3.80017
O -5.39108 0.46766 -4.24272
O -3.53676 -1.16128 -4.53525
F -5.67398 -1.84688 -3.71050
H 1.70242 1.47506 -0.73324
H 0.10968 1.52603 0.00328
H 0.27343 3.05973 -1.87840
H 0.89069 1.84804 -2.96550
H -1.44867 2.51755 -3.42710
H -1.34643 0.80036 -3.13397
H -2.21421 1.12485 -0.82182
H -2.14082 2.87517 -1.04095
H -3.73166 1.90094 -3.20761
H -5.00461 3.07675 -0.50739
H -3.05748 -0.57100 -2.09515
H -5.48822 -2.09356 -1.49999
H -5.15806 -0.93318 -0.24645
H -2.09230 -2.44231 0.61826
H -2.78444 -0.79379 0.41870
C -8.75014 0.64991 1.00806
C -7.72821 0.44955 -0.09753
C -7.92834 1.39335 -1.27174
O -7.74980 -0.91359 -0.54056
H -9.75680 0.45223 0.62646
H -8.53722 -0.04463 1.82002
H -8.72805 1.67010 1.39494
H -6.72595 0.59446 0.31439
H -8.91311 1.22861 -1.71986
H -7.17327 1.22798 -2.04006
H -7.87093 2.43546 -0.95365
H -8.61842 -1.07181 -0.92654
C 2.24749 2.84821 2.40850
C 3.17397 2.23586 1.36868
C 4.62462 2.26620 1.81240
O 2.99330 2.88379 0.10404
H 2.49996 3.90124 2.56472
H 1.20822 2.80009 2.07930
H 2.33287 2.33249 3.36564
H 2.88767 1.19663 1.19151
H 4.97222 3.29053 1.97383
H 5.25891 1.81198 1.05061
H 4.75409 1.71632 2.74420
H 3.24726 3.80766 0.20650
C 5.99229 1.00914 -2.21135
C 6.27102 0.04183 -1.07014
C 7.24620 -1.04583 -1.48340
O 5.03986 -0.52546 -0.61760
H 5.55794 0.47309 -3.06100
H 5.28146 1.77492 -1.89391
H 6.90794 1.49676 -2.55186
H 6.66858 0.59048 -0.21846
H 6.83025 -1.62026 -2.31582
H 7.42201 -1.73038 -0.65249
H 8.20619 -0.63564 -1.80157
H 4.65129 -0.99176 -1.36604
C -8.18304 -2.36200 5.76141
C -8.46243 -2.40446 4.26769
C -8.04058 -3.72253 3.64182
O -7.81508 -1.32272 3.59710
H -7.11173 -2.47938 5.94741
H -8.49537 -1.40660 6.18317
H -8.70816 -3.16285 6.28353
H -9.52795 -2.24287 4.09405
H -6.96403 -3.87476 3.76528
H -8.25477 -3.72056 2.57314
H -8.56020 -4.56715 4.09560
H -6.86373 -1.44355 3.69664
C 5.61278 -3.40657 -6.57846
C 6.32577 -3.04510 -5.28570
C 6.66348 -4.27684 -4.46085
O 5.54398 -2.12648 -4.51950
H 4.66941 -3.91477 -6.35962
H 5.38598 -2.50985 -7.15474
H 6.22192 -4.07119 -7.19217
H 7.24272 -2.50007 -5.51645
H 5.74825 -4.80811 -4.18442
H 7.17873 -3.99475 -3.54261
H 7.29923 -4.96420 -5.02014
H 4.71619 -2.56657 -4.29396
C 9.84012 3.88181 0.45256
C 8.67785 3.13316 -0.18104
C 7.54885 4.07784 -0.56492
O 8.20165 2.11180 0.69300
H 9.50922 4.38255 1.36689
H 10.64072 3.19177 0.71838
H 10.24055 4.63743 -0.22476
H 9.02949 2.60104 -1.06754
H 7.16790 4.58327 0.32789
H 6.72389 3.52904 -1.01832
H 7.89122 4.83895 -1.26772
H 7.87170 2.54303 1.49180
C 7.30619 4.90309 6.10070
C 6.43690 4.78630 4.85938
C 4.98138 5.11480 5.15244
O 6.55005 3.48551 4.28170
H 6.96755 4.19841 6.86537
H 8.34412 4.66970 5.86455
H 7.26146 5.90820 6.52157
H 6.81274 5.46382 4.08996
H 4.57800 4.41510 5.88991
H 4.37964 5.03074 4.24706
H 4.87540 6.12506 5.54938
H 6.22909 2.84547 4.92682
C -7.73813 -5.18620 -0.52636
C -7.48418 -6.18825 0.58915
C -6.76111 -7.42746 0.08618
O -8.71161 -6.55139 1.22488
H -8.37226 -5.63358 -1.29758
H -8.24888 -4.30440 -0.13878
H -6.80509 -4.86805 -0.99343
H -6.88877 -5.71056 1.36914
H -7.36878 -7.93900 -0.66585
H -6.58349 -8.12444 0.90503
H -5.80314 -7.17028 -0.36755
H -9.26480 -6.97336 0.55830
*
```